Formula: C5H9NOS
Source: the OMol25 dataset
Level of theory: ωB97M-V/def2-TZVPD

Each line ends with the Mulliken charge.
Atoms and positions in Å:
S -3.129 -0.269 0.099  -0.183
C -1.606 0.849 -0.096  -0.862
C -0.215 0.132 0.108  0.866
C 0.838 1.196 0.151  -1.068
O 2.154 0.524 0.147  -0.396
C 1.851 -0.833 -0.405  -0.789
C 0.535 -1.211 -0.082  -0.146
N 0.214 -0.634 1.314  -0.604
H -2.857 -0.645 -1.048  0.107
H -1.748 1.247 -1.056  0.388
H -1.495 1.726 0.687  0.354
H 0.725 1.851 -0.575  0.583
H 0.927 1.762 1.098  0.313
H 2.490 -1.555 0.031  0.405
H 2.007 -0.974 -1.481  0.280
H -0.120 -2.051 -0.353  0.477
H -0.572 -1.115 1.460  0.276

## Properties
**Orbital gap**: 10.1 eV
**Strongest force on any atom**: 0.11917 Eh/bohr
**E_tot**: -723.957729 hartree
**HOMO**: -9.48 eV
**Molecular weight**: 131.20 g mol⁻¹


Formula: C42H36BaCl2NO6PS
Source: the OMol25 dataset
Level of theory: ωB97M-V/def2-TZVPD

Each line ends with the Mulliken charge.
Atoms and positions in Å:
Ba 1.298 -1.317 -0.433  1.811
O 3.563 -0.286 0.453  -0.544
S 4.200 0.007 -0.854  1.384
O 5.501 -0.585 -1.008  -0.784
O 3.246 -0.320 -1.937  -0.784
C 4.455 1.776 -0.897  -0.077
C 5.766 2.214 -1.035  -0.626
C 6.044 3.571 -1.036  -0.587
C 5.017 4.491 -0.892  -0.801
C 3.711 4.049 -0.755  -0.015
C 3.407 2.691 -0.765  -0.235
P 1.656 2.154 -0.579  0.672
C 1.163 3.188 0.849  0.534
C 1.476 2.676 2.108  -0.668
C 1.169 3.390 3.255  -0.578
C 0.530 4.618 3.158  -0.491
C 0.208 5.131 1.910  -0.740
C 0.525 4.422 0.759  -0.143
C 0.837 2.964 -1.996  0.534
C 1.523 3.440 -3.109  -0.325
C 0.828 3.977 -4.185  -0.676
C -0.556 4.050 -4.158  -0.560
C -1.250 3.563 -3.058  -0.723
C -0.559 3.011 -1.992  -0.856
H 6.549 1.476 -1.133  0.586
H 7.066 3.910 -1.143  0.392
H 5.233 5.552 -0.883  0.422
H 2.910 4.770 -0.636  0.435
H 1.976 1.715 2.186  0.419
H 1.420 2.984 4.227  0.420
H 0.279 5.172 4.053  0.379
H -0.293 6.087 1.829  0.408
H 0.268 4.832 -0.210  0.360
H 2.603 3.390 -3.145  0.401
H 1.374 4.341 -5.046  0.413
H -1.094 4.475 -4.995  0.392
H -2.331 3.597 -3.035  0.476
H -1.112 2.618 -1.145  0.566
Cl -2.410 0.179 -3.479  -0.068
C -4.029 -0.390 -3.757  0.608
C -4.659 -0.041 -4.938  -0.670
C -5.955 -0.465 -5.173  -0.451
C -6.599 -1.259 -4.239  -0.652
C -5.944 -1.625 -3.077  0.987
Cl -6.748 -2.699 -1.979  -0.199
C -4.648 -1.182 -2.781  -0.975
N -3.990 -1.564 -1.617  0.510
C -4.475 -1.233 -0.340  0.399
C -5.472 -0.278 -0.148  -0.294
C -5.918 0.026 1.128  -0.719
C -5.364 -0.602 2.232  -0.807
C -4.368 -1.549 2.041  -0.453
C -3.922 -1.885 0.772  0.254
C -2.856 -2.935 0.575  -1.308
C -1.506 -2.282 0.327  1.458
O -0.638 -2.300 1.233  -0.880
O -1.323 -1.716 -0.798  -1.379
H -4.131 0.570 -5.658  0.417
H -6.460 -0.187 -6.089  0.363
H -7.603 -1.622 -4.411  0.427
H -2.973 -1.603 -1.663  -0.039
H -5.897 0.231 -1.004  0.517
H -6.696 0.768 1.258  0.395
H -5.705 -0.363 3.231  0.388
H -3.930 -2.053 2.895  0.426
H -3.118 -3.542 -0.294  0.473
H -2.784 -3.571 1.456  0.464
C 3.125 -1.954 5.175  -1.655
C 2.715 -2.731 3.955  0.678
C 3.518 -2.758 2.825  -0.689
C 3.151 -3.460 1.681  0.581
C 4.157 -3.552 0.560  -1.279
C 1.915 -4.133 1.685  1.382
C 1.407 -4.746 0.443  -1.173
O 1.404 -4.162 -0.626  -0.549
C 1.109 -4.161 2.834  0.963
C -0.211 -4.885 2.885  -2.090
C 1.525 -3.452 3.947  -0.648
H 3.939 -1.266 4.949  0.368
H 3.463 -2.628 5.965  0.335
H 2.287 -1.380 5.572  0.381
H 4.458 -2.217 2.819  0.369
H 4.612 -2.583 0.363  0.226
H 3.747 -3.940 -0.368  0.369
H 4.963 -4.222 0.869  0.350
H 1.017 -5.775 0.478  0.479
H -0.584 -5.165 1.903  0.346
H -0.961 -4.237 3.335  0.380
H -0.127 -5.789 3.493  0.464
H 0.885 -3.432 4.824  0.430

## Properties
**Orbital gap**: 7.7 eV
**Strongest force on any atom**: 0.01142 Eh/bohr
**E_tot**: -3813.910354 hartree
**HOMO**: -7.66 eV
**Molecular weight**: 922.03 g mol⁻¹


Formula: C2F6O6S2Sn
Source: the OMol25 dataset
Level of theory: ωB97M-V/def2-TZVPD

Each line ends with the Mulliken charge.
Atoms and positions in Å:
Sn 3.566 -4.099 -3.919  0.953
C 3.179 3.772 0.614  0.639
F 3.186 4.377 1.755  -0.193
F 1.950 3.844 0.041  -0.207
F 4.125 4.317 -0.221  -0.223
S 3.604 1.896 1.020  1.100
O 3.114 1.200 -0.155  -0.536
O 5.069 1.733 1.197  -0.519
O 2.873 1.640 2.268  -0.516
C -4.354 -1.589 -0.565  0.619
F -5.603 -1.745 -0.071  -0.210
F -4.436 -1.272 -1.904  -0.227
F -3.776 -0.554 0.054  -0.212
S -3.278 -3.161 -0.100  1.101
O -4.220 -4.241 -0.208  -0.526
O -2.191 -3.265 -1.084  -0.534
O -2.810 -2.855 1.278  -0.512

## Properties
**Orbital gap**: 1.8 eV
**Strongest force on any atom**: 0.04944 Eh/bohr
**E_tot**: -2137.146279 hartree
**HOMO**: -8.93 eV
**Molecular weight**: 416.85 g mol⁻¹


Formula: C19H34FN3O3S
Source: the OMol25 dataset
Level of theory: ωB97M-V/def2-TZVPD

Each line ends with the Mulliken charge.
Atoms and positions in Å:
C -3.524 2.122 0.432  -1.451
C -4.427 1.252 -0.399  0.841
O -5.535 1.622 -0.703  -0.576
N -3.907 0.010 -0.893  0.235
C -4.703 -0.577 -1.974  -0.976
N -3.519 -0.989 0.050  0.089
C -2.082 -0.947 0.404  -0.252
C -1.238 -1.767 -0.589  0.278
C -0.318 -2.813 0.076  -1.122
C 1.167 -2.694 -0.327  -0.333
C 2.112 -2.716 0.884  -1.077
C 1.936 -1.441 1.717  0.537
C 3.084 -1.124 2.695  -1.000
C 3.786 0.198 2.368  -0.838
C 4.166 0.344 0.884  -0.749
C 3.295 1.364 0.144  -0.292
C 3.693 1.508 -1.331  -0.722
C 2.518 1.530 -2.326  -0.814
N 1.280 2.063 -1.787  0.235
C 0.084 1.409 -1.878  -1.042
C -0.881 2.179 -1.289  -0.016
C -0.241 3.350 -0.816  -0.713
C 1.084 3.248 -1.138  -0.514
S -4.528 -1.262 1.331  1.232
O -4.101 -2.447 1.985  -0.598
O -5.865 -1.056 0.916  -0.578
F -4.158 -0.081 2.299  -0.241
H -3.077 2.881 -0.209  0.378
H -2.753 1.597 0.980  0.306
H -4.158 2.641 1.148  0.433
H -5.466 -1.253 -1.595  0.344
H -4.027 -1.158 -2.602  0.270
H -5.140 0.210 -2.575  0.396
H -1.728 0.077 0.444  -0.242
H -1.974 -1.406 1.384  0.584
H -1.940 -2.288 -1.241  0.321
H -0.665 -1.105 -1.237  -0.572
H -0.419 -2.774 1.160  0.569
H -0.652 -3.805 -0.226  0.372
H 1.421 -3.503 -1.011  0.461
H 1.331 -1.734 -0.825  -0.020
H 1.883 -3.589 1.499  0.356
H 3.137 -2.771 0.514  0.432
H 0.997 -1.509 2.268  0.430
H 1.816 -0.622 1.008  -0.531
H 2.689 -1.091 3.710  0.364
H 3.816 -1.935 2.660  0.348
H 3.140 1.019 2.686  0.384
H 4.699 0.253 2.963  0.347
H 4.043 -0.611 0.370  0.231
H 5.207 0.664 0.817  0.529
H 3.407 2.330 0.640  0.336
H 2.249 1.078 0.246  0.231
H 4.333 2.379 -1.466  0.408
H 4.292 0.637 -1.604  0.412
H 2.806 2.116 -3.200  0.214
H 2.294 0.515 -2.644  0.360
H 0.005 0.442 -2.346  0.628
H -1.927 1.931 -1.212  0.505
H -0.707 4.164 -0.288  0.454
H 1.891 3.934 -0.949  0.423

## Properties
**Orbital gap**: 9.3 eV
**Strongest force on any atom**: 0.02580 Eh/bohr
**E_tot**: -1632.349321 hartree
**HOMO**: -8.57 eV
**Molecular weight**: 403.56 g mol⁻¹


Formula: C3H8NOS2
Source: the OMol25 dataset
Level of theory: ωB97M-V/def2-TZVPD

Each line ends with the Mulliken charge.
Atoms and positions in Å:
N 0.289 0.890 -1.696  -0.297
C -0.043 -0.294 -0.806  0.171
C -1.562 -0.066 -0.460  -0.042
O -2.205 -0.030 -1.486  -0.458
C 0.730 -0.280 0.518  -1.170
S 0.122 -1.632 1.647  0.001
S -0.133 -0.559 3.422  -0.168
H 1.069 0.590 -2.286  0.369
H -0.598 1.061 -2.235  0.368
H 0.552 1.730 -1.183  0.344
H 0.141 -1.185 -1.413  0.315
H -1.887 0.117 0.562  0.396
H 1.820 -0.368 0.499  0.479
H 0.601 0.704 0.962  0.489
H 1.104 -0.679 3.957  0.205

## Properties
**Orbital gap**: 9.0 eV
**Strongest force on any atom**: 0.06379 Eh/bohr
**E_tot**: -1045.186606 hartree
**Total charge**: +1
**HOMO**: -13.29 eV
**Molecular weight**: 138.24 g mol⁻¹


Formula: C34H47BeNO2P2
Source: the OMol25 dataset
Level of theory: ωB97M-V/def2-TZVPD

Each line ends with the Mulliken charge.
Atoms and positions in Å:
Be -0.074 -0.642 0.961  -0.127
C 2.557 1.694 2.929  -1.447
C 3.463 0.537 2.495  0.371
C 4.879 1.027 2.219  -1.630
P 2.582 -0.367 1.131  0.372
C 3.860 -1.496 0.416  0.723
C 4.184 -2.584 1.441  -1.597
C 3.360 -2.108 -0.892  -1.545
C 2.362 0.886 -0.178  -0.056
C 3.432 1.378 -0.933  -0.197
C 3.270 2.286 -1.964  0.514
C 4.442 2.823 -2.741  -1.761
C 1.964 2.684 -2.258  -1.086
C 0.887 2.207 -1.543  -0.133
C 1.051 1.309 -0.473  -0.045
N -0.055 0.816 0.225  0.586
C -1.149 1.676 0.427  -0.697
C -0.977 3.039 0.696  -0.290
C -2.058 3.874 0.899  -0.976
C -3.364 3.391 0.851  0.456
C -4.543 4.297 1.089  -1.650
C -3.534 2.037 0.600  -0.259
C -2.462 1.169 0.397  -0.039
P -2.573 -0.632 0.130  0.910
C -4.234 -1.218 0.722  0.411
C -4.371 -0.856 2.206  -1.341
C -5.511 -0.900 -0.056  -1.365
C -2.503 -0.775 -1.714  0.910
C -3.390 0.165 -2.525  -1.531
C -2.670 -2.240 -2.116  -1.401
H 2.938 2.161 3.840  0.550
H 1.535 1.357 3.114  0.196
H 2.519 2.456 2.148  0.230
H 3.491 -0.192 3.313  0.606
H 4.878 1.797 1.446  0.255
H 5.544 0.222 1.903  0.334
H 5.304 1.471 3.123  0.494
H 4.771 -0.928 0.207  0.592
H 3.295 -3.186 1.654  0.177
H 4.543 -2.167 2.384  0.342
H 4.957 -3.254 1.056  0.503
H 2.414 -2.627 -0.741  0.106
H 4.094 -2.822 -1.274  0.538
H 3.199 -1.345 -1.655  0.251
H 4.434 1.029 -0.708  0.174
H 5.346 2.252 -2.530  0.339
H 4.641 3.867 -2.488  0.329
H 4.259 2.778 -3.816  0.374
H 1.789 3.370 -3.081  0.372
H -0.114 2.520 -1.812  0.527
H 0.028 3.439 0.744  0.530
H -1.886 4.925 1.107  0.364
H -4.383 5.281 0.647  0.392
H -4.721 4.444 2.157  0.295
H -5.453 3.878 0.658  0.368
H -4.545 1.652 0.550  0.032
H -4.097 -2.305 0.677  0.442
H -4.639 0.192 2.336  0.284
H -3.435 -1.023 2.744  0.134
H -5.148 -1.465 2.674  0.494
H -5.710 0.169 -0.125  0.144
H -6.365 -1.361 0.448  0.493
H -5.475 -1.298 -1.068  0.294
H -1.459 -0.494 -1.900  0.018
H -4.448 -0.075 -2.419  0.215
H -3.140 0.087 -3.587  0.492
H -3.248 1.203 -2.222  0.293
H -3.692 -2.587 -1.940  0.274
H -1.991 -2.881 -1.550  0.197
H -2.457 -2.373 -3.179  0.457
C -0.584 -1.819 4.623  -2.178
C -0.317 -1.853 3.147  1.268
O -0.382 -0.753 2.553  -0.493
C -0.010 -3.088 2.477  1.007
C 0.059 -4.296 3.212  -1.077
C 0.326 -5.490 2.605  -0.957
C 0.529 -5.516 1.211  -0.595
C 0.469 -4.373 0.463  -0.388
C 0.206 -3.116 1.066  0.776
O 0.179 -2.061 0.323  -0.034
H -0.796 -0.795 4.916  0.391
H 0.280 -2.186 5.178  0.537
H -1.435 -2.454 4.874  0.434
H -0.104 -4.273 4.281  0.428
H 0.377 -6.402 3.183  0.411
H 0.736 -6.461 0.722  0.443
H 0.623 -4.387 -0.608  0.447

## Properties
**Orbital gap**: 6.4 eV
**Strongest force on any atom**: 0.00528 Eh/bohr
**E_tot**: -2226.651101 hartree
**HOMO**: -6.56 eV
**Molecular weight**: 572.72 g mol⁻¹


Formula: C58H60IN4PRu
Source: the OMol25 dataset
Level of theory: ωB97M-V/def2-TZVPD

Each line ends with the Löwdin spin population.
Atoms and positions in Å:
Ru 0.160 0.663 0.010  2.343
C -0.485 3.231 5.911  0.003
C -1.013 1.878 5.414  0.004
C -0.256 1.342 4.246  0.045
C 0.847 0.544 4.264  0.043
C 1.621 0.082 5.452  0.004
C 2.932 0.866 5.619  0.004
C 1.176 0.251 2.883  0.134
N 0.264 0.847 2.037  0.118
C -0.581 1.573 2.852  0.126
C -1.544 2.451 2.417  0.059
C -1.770 2.819 1.088  0.182
C -2.749 3.786 0.656  0.085
C -3.591 4.604 1.579  0.008
C -2.799 5.780 2.170  0.006
C -2.693 3.823 -0.709  0.083
C -1.673 2.884 -1.109  0.180
C -1.313 2.607 -2.430  0.055
C -0.313 1.752 -2.829  0.128
N 0.427 0.941 -1.993  0.117
C 1.389 0.360 -2.792  0.132
C 2.380 -0.488 -2.361  0.057
C 2.654 -0.807 -1.032  0.178
N 1.959 -0.337 0.056  0.041
C 2.609 -0.796 1.174  0.179
C 2.244 -0.519 2.491  0.053
C 3.720 -1.626 0.781  0.089
C 3.742 -1.642 -0.587  0.089
C 4.664 -2.381 -1.501  0.008
C 5.777 -1.499 -2.085  0.006
C 4.633 -2.319 1.738  0.008
C 5.719 -1.392 2.299  0.006
C 1.210 0.766 -4.172  0.046
C 0.144 1.613 -4.198  0.042
C -0.446 2.294 -5.387  0.004
C 0.207 3.654 -5.670  0.003
C 2.091 0.368 -5.306  0.004
C 3.439 1.103 -5.266  0.004
N -1.121 2.298 -0.001  0.024
C -3.471 4.687 -1.647  0.007
C -2.707 5.969 -2.005  0.005
H -1.084 3.575 6.753  0.000
H -0.529 3.982 5.122  0.000
H 0.551 3.146 6.241  0.000
H -2.065 1.985 5.144  0.001
H -0.961 1.157 6.232  0.000
H 1.841 -0.985 5.354  0.001
H 1.013 0.213 6.348  0.000
H 3.573 0.753 4.745  0.001
H 3.476 0.515 6.496  0.000
H 2.725 1.929 5.743  0.000
H -2.137 2.935 3.179  0.001
H -3.971 3.976 2.389  0.002
H -4.457 4.988 1.039  0.000
H -1.933 5.422 2.729  0.000
H -3.424 6.370 2.840  0.001
H -2.436 6.432 1.376  0.000
H -1.828 3.145 -3.213  0.001
H 3.005 -0.930 -3.124  0.001
H 2.846 -0.949 3.279  0.000
H 4.085 -2.815 -2.320  0.002
H 5.124 -3.206 -0.954  0.000
H 5.364 -0.658 -2.643  0.000
H 6.398 -2.087 -2.760  0.001
H 6.410 -1.103 -1.291  0.000
H 5.113 -3.160 1.235  0.000
H 4.047 -2.727 2.566  0.002
H 6.336 -0.991 1.494  0.000
H 6.362 -1.943 2.985  0.001
H 5.280 -0.552 2.839  0.000
H -1.517 2.435 -5.235  0.001
H -0.326 1.653 -6.262  0.000
H 0.099 4.322 -4.815  0.000
H -0.259 4.121 -6.537  0.000
H 1.271 3.536 -5.878  0.000
H 1.591 0.594 -6.249  0.000
H 2.260 -0.712 -5.276  0.001
H 3.289 2.179 -5.365  0.000
H 4.081 0.771 -6.081  0.000
H 3.955 0.924 -4.322  0.001
H -4.424 4.949 -1.185  0.000
H -3.700 4.132 -2.559  0.001
H -2.520 6.564 -1.111  0.000
H -3.280 6.577 -2.705  0.001
H -1.744 5.731 -2.459  0.000
I -3.416 0.417 -0.152  0.050
C -4.433 -1.445 -0.130  0.005
C -5.791 -1.287 -0.119  0.002
C -6.655 -2.391 -0.111  0.000
C -6.122 -3.640 -0.114  0.001
C -4.723 -3.841 -0.125  0.000
C -4.254 -5.169 -0.134  -0.001
C -2.920 -5.433 -0.162  0.002
C -2.017 -4.368 -0.171  0.008
C -2.404 -3.046 -0.150  0.032
P -0.876 -1.927 -0.121  0.122
C -0.234 -2.661 1.433  0.007
C -0.926 -2.165 2.540  0.003
C -0.705 -2.677 3.806  0.003
C 0.222 -3.696 3.983  0.002
C 0.926 -4.182 2.893  0.001
C 0.702 -3.670 1.621  0.004
C -0.208 -2.561 -1.708  0.008
C -0.832 -1.947 -2.796  0.003
C -0.562 -2.352 -4.092  0.003
C 0.337 -3.386 -4.318  0.002
C 0.962 -3.999 -3.243  0.001
C 0.699 -3.587 -1.944  0.004
C -3.804 -2.730 -0.134  0.001
H -6.215 -0.292 -0.118  0.001
H -7.724 -2.233 -0.108  0.000
H -6.763 -4.513 -0.113  0.000
H -4.976 -5.975 -0.120  0.000
H -2.550 -6.449 -0.173  0.000
H -0.967 -4.615 -0.190  0.001
H -1.652 -1.367 2.403  0.001
H -1.257 -2.287 4.652  0.000
H 0.395 -4.110 4.968  0.000
H 1.652 -4.975 3.024  0.000
H 1.275 -4.062 0.792  0.000
H -1.541 -1.143 -2.621  0.001
H -1.053 -1.863 -4.924  0.000
H 0.548 -3.715 -5.327  0.000
H 1.655 -4.814 -3.411  0.000
H 1.223 -4.067 -1.128  0.000

## Properties
**Orbital gap (alpha / beta)**: 4.4 / 4.9 eV
**Multiplicity**: 6
**Strongest force on any atom**: 0.02486 Eh/bohr
**E_tot**: -3198.954621 hartree
**Total charge**: +1
**HOMO (alpha / beta)**: -7.57 / -9.94 eV
**Molecular weight**: 1072.09 g mol⁻¹